Computed, not measured: a cluster of 21 separate species, C42H126O42 in total at a distorted geometry, with ωB97M-V/def2-TZVPD.

```
210
Properties=species:S:1:pos:R:3:forces:R:3
H -0.868 -5.225 -6.182 -0.1 -0.3 0.1
H 1.338 2.165 -5.621 0.3 0.1 0.1
H -2.438 -2.685 -0.827 -0.9 0.6 -0.4
O 2.332 6.141 0.269 1.7 -0.7 -0.7
C 4.150 1.590 -5.531 1.2 0.0 -1.1
H -5.281 -2.303 0.044 -0.3 0.0 -0.1
H 3.624 0.973 -6.259 0.0 0.1 -0.2
O -2.031 -0.064 -0.665 -1.4 0.4 -0.3
H 5.203 -3.085 5.476 0.0 -0.4 0.2
H 5.891 2.937 -5.500 0.4 -0.3 0.0
H -0.043 0.942 2.894 0.1 -0.5 0.3
H 7.472 -0.237 -5.824 0.1 0.4 -0.1
H -4.417 2.399 6.817 0.0 0.0 0.1
O -1.678 5.276 -2.074 0.2 0.2 0.3
H 3.319 -3.430 3.569 0.8 -0.6 0.3
H 2.177 2.236 1.688 0.7 -0.3 -0.6
H -2.347 -4.149 -1.740 0.2 -0.2 -0.2
H 1.563 -2.635 1.988 0.1 -0.1 -0.7
H -10.557 -0.946 -0.583 0.1 0.1 0.0
H 4.023 8.199 0.889 -0.2 -0.2 -0.1
H 2.842 1.598 -0.898 -0.1 -0.7 -0.2
H -5.938 5.876 4.134 -0.1 0.4 0.1
C 1.993 -3.118 -3.890 -2.3 -0.5 -1.9
H 0.660 -7.662 -3.353 -0.2 0.1 1.2
H -1.642 -0.383 -1.483 0.5 -0.2 -0.4
C 6.176 -1.303 -3.641 0.3 -0.3 -0.8
H -2.910 -0.205 4.082 0.1 -0.4 0.5
H 3.783 -1.101 5.319 0.4 0.4 0.6
H -3.705 -2.068 0.764 0.0 0.3 0.1
H 4.218 -1.260 3.670 0.2 0.2 -0.2
H -6.057 -1.527 2.191 -0.2 0.0 0.1
H -0.233 -7.235 -5.366 0.7 -0.4 -0.2
H -5.018 4.190 3.481 0.6 -0.4 -0.3
H 6.088 1.180 -7.667 0.2 -0.2 0.0
C 5.499 3.079 2.835 -0.4 1.7 0.3
H 1.882 3.654 -2.395 -0.1 -0.4 -0.4
O -10.302 -1.443 -1.364 0.3 0.6 -1.1
O -5.941 1.270 0.827 -1.3 0.8 0.7
H 2.999 3.885 -1.072 -0.5 -0.5 0.6
C 1.604 -1.766 -4.602 0.2 -2.0 1.7
H 3.581 -2.833 0.532 -0.1 -0.3 0.6
O -7.255 -1.180 -1.941 -1.8 -1.4 -0.6
H 6.858 -1.516 -2.817 0.3 -0.1 -0.3
H 3.676 3.222 -4.522 0.4 0.4 0.6
C 4.576 -1.481 4.676 1.1 0.6 -1.1
H 4.282 -1.725 -3.908 -0.3 0.2 -0.4
H 4.346 0.895 -4.714 0.7 0.1 0.1
H -2.799 -3.847 2.269 0.2 0.2 -0.2
H 0.114 -4.748 2.333 0.2 0.6 -0.9
H -6.097 -4.252 7.976 -0.4 -0.2 0.4
H 3.411 8.420 2.537 -0.8 0.6 -0.4
O 0.654 -0.561 -1.041 -0.7 -2.5 -1.1
O 6.349 1.287 -6.750 -0.5 0.5 0.8
H -3.748 -3.308 4.561 0.6 0.2 -0.8
C 0.252 0.022 0.160 0.2 0.3 0.1
C 2.879 3.394 -2.038 0.9 -0.6 1.6
C 0.280 -3.934 3.039 -0.9 -0.8 1.4
H -3.986 1.688 0.628 0.5 0.2 -0.4
O -5.315 -4.078 8.506 -0.2 0.3 -0.4
H 5.905 0.234 4.630 -0.2 0.2 -0.1
O -0.617 -3.142 -1.343 1.6 -1.1 0.0
C 1.034 2.710 3.117 -1.3 0.4 0.0
H 0.153 -4.802 -2.675 0.2 0.0 -0.5
H 1.374 -4.416 -5.263 -0.5 -0.1 0.0
O 2.721 -1.355 -5.272 2.4 2.0 -0.8
C -1.255 -0.299 0.462 1.4 1.3 0.2
H -4.743 4.099 5.184 0.2 0.0 0.2
H 4.730 -2.840 -1.569 0.7 0.0 -0.6
H -5.132 2.984 0.129 0.1 0.1 0.3
H -5.628 -3.633 5.687 -0.3 0.5 0.2
H -4.643 -0.351 4.406 0.1 -0.1 0.3
H 2.231 0.728 4.641 -0.3 0.3 0.1
H 7.231 -0.831 6.431 0.0 0.0 -0.2
H -2.622 5.052 3.138 -0.3 0.8 -0.1
O -0.296 -5.209 -5.411 0.1 -0.1 1.3
H -6.359 -0.844 -1.867 0.1 0.7 0.1
O 0.500 1.874 -5.989 -1.5 -0.7 0.6
H -2.395 3.344 -1.892 -0.2 -0.1 0.0
H 1.511 5.903 -0.167 -0.5 0.1 0.5
H 1.357 -1.127 -3.754 0.2 0.6 -0.3
C -4.966 1.460 -1.344 0.4 0.9 -0.1
H 4.794 2.951 3.657 0.0 -0.2 0.3
H -8.269 0.242 -0.966 -0.2 0.5 0.2
O 3.907 4.005 -2.777 0.8 0.0 -1.7
H 5.594 3.129 0.815 0.2 -1.2 -0.8
C -3.807 0.347 4.361 0.3 0.0 -0.2
C -2.172 -2.489 -3.062 -2.4 -0.9 1.0
H 3.860 4.960 -2.684 -0.1 0.1 0.1
O 1.333 2.691 1.733 0.1 0.0 0.8
O -3.682 -3.784 2.640 -0.6 0.3 0.4
H 0.183 1.519 4.607 -0.6 -0.1 0.0
C 1.598 -3.178 2.932 -2.8 1.9 -1.1
O 3.257 2.589 -5.109 -0.9 0.0 -0.4
C -4.506 -3.306 7.636 0.1 -0.3 -0.8
H -2.098 1.475 -6.212 -0.2 0.7 0.4
C 3.142 1.829 -1.920 -0.2 2.2 -0.3
C 0.686 -6.592 -3.557 -1.8 1.5 -0.5
H -10.364 0.370 -2.464 0.2 0.3 0.5
O 2.432 1.129 -2.898 -1.2 -0.9 0.6
H -1.471 -1.246 0.957 0.5 -0.5 -0.4
O -2.304 5.433 5.180 0.1 -0.7 -0.3
O -1.678 -1.192 -3.236 0.8 -0.2 0.8
H -4.183 1.914 -1.950 0.3 0.4 0.1
C -4.647 -3.747 6.148 1.9 -0.6 1.2
H 4.221 3.860 1.277 -0.9 -0.2 0.7
H 0.037 3.481 -1.477 0.3 0.2 -0.1
H -7.855 0.629 -2.636 -0.5 0.3 -0.3
H -4.677 -2.231 7.691 -0.5 0.2 0.1
O 4.659 -3.628 -1.025 1.2 0.3 -0.3
C -1.767 0.911 -5.340 1.5 1.0 -1.0
H -2.620 4.298 -0.405 -0.5 0.6 -0.2
C -0.331 1.419 -4.890 -0.8 -0.6 -0.1
O -0.900 -3.093 3.056 0.7 -0.2 -1.0
H -2.498 0.957 -4.533 0.2 0.1 0.0
C -0.389 -6.460 -4.616 0.4 -0.5 -3.3
C 5.417 2.254 -6.205 -0.9 -1.0 -0.1
C -8.244 -0.151 -1.982 0.0 0.4 0.9
C -1.948 -3.136 -1.691 -0.3 0.7 -0.1
H -3.999 -0.175 -1.126 0.6 -0.2 0.1
H -0.289 -2.241 -1.372 0.5 0.5 0.0
H 3.039 -5.545 -0.966 0.3 0.4 -0.2
H 5.074 2.839 -7.058 -0.3 0.3 0.2
H 2.884 -3.061 -3.265 -0.2 0.2 -0.2
O 1.797 0.596 3.795 0.7 -1.6 -0.6
H 1.699 -6.419 -3.919 -0.1 0.5 -0.2
H 0.501 1.068 -0.016 -0.8 0.4 0.9
H 0.238 -4.541 3.943 0.4 0.2 0.6
O 2.210 -4.172 -4.859 1.1 0.9 0.5
H -3.259 -2.421 -3.110 -0.5 -0.1 -0.2
O 0.306 -5.730 -2.481 0.6 -1.7 1.0
O -3.600 -3.073 5.480 -0.5 1.0 -0.4
O 3.475 -5.508 1.009 0.7 -0.4 -0.1
C 2.889 -4.887 -0.110 -0.5 0.7 0.5
H -2.416 5.571 -2.613 -0.2 -0.2 0.2
H 3.792 6.312 2.934 0.2 -0.3 0.2
H 0.872 -0.339 0.981 0.0 -0.1 0.3
O -4.016 1.247 3.271 -0.3 -0.1 0.6
H -5.876 0.312 0.835 0.6 -0.2 -0.3
H -1.368 -0.425 -6.701 0.1 -0.1 0.0
C 5.987 -0.821 4.891 -1.3 0.5 0.0
H -4.338 -4.782 6.005 -0.7 -0.6 0.7
C -9.742 -0.515 -2.328 1.8 -1.0 0.2
H -5.905 1.750 -1.816 -0.2 0.0 0.3
H -0.965 -2.604 3.880 0.1 -0.1 0.2
C -4.493 4.684 4.299 1.0 -1.0 -0.3
H 2.818 -2.860 -1.029 -0.7 -0.1 0.0
O -5.019 5.976 4.390 -0.2 1.0 0.1
H -1.564 0.439 1.202 -0.1 0.2 0.2
C -3.560 1.041 5.678 -1.1 1.1 0.5
H -9.732 -0.952 -3.327 -0.2 -0.7 0.2
O 6.293 -0.940 6.258 -0.1 -0.4 0.9
O 4.608 -2.882 4.751 0.3 -0.2 0.3
H -3.347 0.349 6.493 0.4 -0.3 -0.3
C 0.639 1.370 3.628 0.6 0.5 0.8
H 1.850 3.095 3.729 0.1 0.3 -0.1
C -4.750 -3.665 1.660 1.9 0.2 0.9
H 1.109 -3.384 -3.310 0.2 0.0 0.5
O 4.325 6.708 2.241 0.8 -0.7 0.0
H 0.390 3.854 0.996 0.3 -0.6 -0.3
H 7.052 -2.851 -5.014 -0.3 0.0 0.1
O 6.595 2.219 2.925 0.4 -1.0 0.0
H 1.327 -0.166 -1.599 0.1 0.8 0.3
O 2.696 -3.953 3.059 0.9 -0.9 0.5
C 3.459 -3.440 -0.366 -1.4 -1.6 -0.2
H 5.910 -1.697 -5.793 -0.3 -0.2 0.0
H -1.931 -3.237 -3.817 0.8 0.3 -0.3
H 6.825 -1.181 4.294 -0.5 -0.7 -0.4
C -2.944 4.711 4.122 -1.0 0.0 -0.1
H -4.531 -4.451 0.938 -0.7 0.1 -0.4
O -4.858 0.078 -1.470 -0.3 -1.0 0.0
H 7.360 2.690 3.264 -0.1 0.0 0.0
H 1.619 6.540 2.088 0.3 0.4 0.8
H -1.563 -1.061 -4.180 0.1 0.1 -0.5
O 7.836 -1.037 -5.438 -0.5 -0.4 0.2
C 2.172 7.072 1.314 -1.3 0.7 -1.4
H 4.520 1.044 1.755 0.1 -0.2 0.0
C 4.790 2.966 1.532 0.4 0.3 -0.4
O -1.747 -0.436 -5.820 0.1 -0.3 0.3
H -2.798 6.236 5.362 -0.2 0.1 -0.2
H 5.847 4.111 2.831 0.0 0.3 0.4
H -3.479 -3.413 7.983 0.1 -0.3 -0.3
C -1.984 4.144 -1.276 1.0 -0.5 0.4
H 1.823 -4.938 0.112 -0.4 0.7 -0.6
C -4.922 1.915 0.117 -0.3 -0.6 -0.6
H 4.182 1.552 -2.097 0.4 0.6 0.7
C -4.751 -2.269 0.996 0.3 -1.4 -0.1
H 6.054 -0.221 -3.667 0.3 0.3 -0.3
H 2.710 1.505 -3.737 -0.2 0.1 -0.5
H 0.097 0.569 -4.360 0.4 -0.2 -0.2
O 4.954 -1.862 -3.236 -0.3 -0.5 0.3
H -0.412 2.163 -4.098 -0.3 0.5 -0.2
H 0.124 3.292 3.263 0.2 0.7 -0.2
O -0.192 4.359 0.424 -1.0 1.3 -1.1
C 3.491 7.716 1.708 -0.2 -0.7 0.7
C 6.697 -1.821 -5.050 0.6 1.0 1.3
O -4.731 1.807 6.129 0.5 -0.7 -0.7
H 1.496 7.817 0.896 -0.1 0.6 0.5
O -5.223 -1.232 1.817 -0.2 0.1 0.3
H -4.826 0.889 2.900 -0.1 0.6 -0.8
O 3.991 1.782 1.441 0.2 0.7 -0.5
H -1.430 -6.711 -4.414 0.0 0.7 1.3
C -0.692 3.592 -0.674 0.1 -0.3 0.5
H 3.028 -5.090 1.748 0.4 -0.1 0.5
H -5.580 -3.920 2.320 -0.7 0.2 -0.7
H 1.571 -2.319 3.603 0.0 -0.1 0.8
H 0.790 -1.725 -5.327 -0.6 -0.8 0.4
H -2.755 1.763 5.540 0.3 -0.1 0.0
H 2.954 -1.971 -5.971 -0.2 -0.4 0.0
H -2.580 3.685 4.069 -0.1 -0.2 0.8
H -0.891 2.588 -0.298 -0.3 -0.2 -0.2
```
Forces are in eV/Å.

Summary:
Relative energy (zero: lowest compared OMol25 entry of this formula, charge and spin)   114.38 kcal per mole
HOMO level   -8.6 eV
Calculated total energy   -131579.7265 eV
Lowest unoccupied orbital energy   0.09 eV